Entry one
{"formula": "C5H10O2", "method": "ωB97M-V with the def2-TZVPD basis set", "symbols": ["C", "O", "C", "C", "C", "C", "O", "H", "H", "H", "H", "H", "H", "H", "H", "H", "H"], "positions_angstrom": [[-0.2217, -0.6539, -2.3012], [0.4298, -0.4256, -1.0677], [-0.1413, 0.6608, -0.4037], [-1.3309, 0.4203, 0.4773], [0.0188, 0.7539, 1.0745], [0.8433, -0.2342, 1.8875], [2.0772, -0.5899, 1.3052], [-0.1650, 0.2377, -2.9435], [-1.2809, -0.9031, -2.1475], [0.2829, -1.4848, -2.7977], [-0.0809, 1.5945, -0.9660], [-2.1226, 1.1609, 0.5352], [-1.6610, -0.6145, 0.5525], [0.1132, 1.7815, 1.4177], [1.0883, 0.2834, 2.8170], [0.2557, -1.1226, 2.1655], [1.8950, -0.8644, 0.3950]], "mulliken_charge": [-0.793, -0.379, 0.075, -0.814, 0.007, -0.646, -0.566, 0.304, 0.308, 0.247, 0.389, 0.267, 0.265, 0.351, 0.328, 0.253, 0.403], "gap_ev": 10.80, "multiplicity": 1, "smiles": "CO[C@H]1C[C@H]1CO", "e_homo_ev": -9.82}


Entry two
{"formula": "C5H10O2", "method": "ωB97M-V with the def2-TZVPD basis set", "symbols": ["O", "C", "C", "C", "C", "C", "O", "H", "H", "H", "H", "H", "H", "H", "H", "H", "H"], "positions_angstrom": [[0.1268, -2.8446, -0.4457], [-0.6191, -1.6775, -0.6948], [0.2428, -0.4360, -0.5619], [-0.5246, 0.8978, -0.6886], [-0.2518, 1.6113, 0.6480], [0.9904, 0.8826, 1.1587], [0.7982, -0.4609, 0.7538], [0.5822, -2.6899, 0.3941], [-1.4745, -1.5866, -0.0027], [-1.0106, -1.7499, -1.7157], [1.0650, -0.4912, -1.2920], [-1.5964, 0.7331, -0.8480], [-0.1516, 1.4792, -1.5365], [-1.0802, 1.4486, 1.3441], [-0.1050, 2.6902, 0.5402], [1.1048, 0.8971, 2.2470], [1.9036, 1.2969, 0.7000]], "mulliken_charge": [-0.528, -0.758, 0.339, -0.662, -0.483, -0.533, -0.441, 0.353, 0.326, 0.329, 0.264, 0.298, 0.336, 0.251, 0.322, 0.310, 0.277], "gap_ev": 10.87, "multiplicity": 1, "smiles": "OC[C@H]1CCCO1", "e_homo_ev": -9.85}


Entry three
{"formula": "C5H10O2", "method": "ωB97M-V with the def2-TZVPD basis set", "symbols": ["C", "O", "C", "C", "C", "C", "O", "H", "H", "H", "H", "H", "H", "H", "H", "H", "H"], "positions_angstrom": [[2.5752, 0.3825, -0.0357], [1.2661, 0.4099, -0.5493], [0.3618, -0.4251, 0.1045], [-0.1817, -0.0810, 1.4977], [-0.9639, 0.1534, 0.2792], [-1.8354, 0.8832, -0.3922], [-1.8431, 0.9907, -1.7463], [3.0448, -0.6049, -0.1529], [2.5892, 0.6596, 1.0274], [3.1441, 1.1207, -0.6060], [0.4910, -1.4928, -0.1065], [-0.4258, -0.9294, 2.1378], [0.2186, 0.7840, 2.0226], [-2.3080, -2.2995, -0.7854], [-2.4597, -1.5782, -0.6842], [-2.6499, 1.4374, 0.0632], [-1.0231, 0.5894, -2.0739]], "mulliken_charge": [-0.741, -0.316, -0.059, -0.778, 0.288, -0.260, -0.495, 0.297, 0.287, 0.240, 0.379, 0.214, 0.258, 0.197, -0.193, 0.343, 0.339], "gap_ev": 9.76, "multiplicity": 1, "smiles": "CO[C@H]1C/C1=C/O.[H][H]", "e_homo_ev": -8.77}


Short version: entry two, entry one, entry three, most stable first.